Record 1
A cluster of 4 separate species, C3H12O4S in total, computed with ωB97M-V with the def2-TZVPD basis set.

Calculated values
* lowest unoccupied orbital energy: 0.223 Eh
* orbital gap: 5.993 eV
* net charge: -2
* ΔE to the lowest compared entry with this formula, charge and spin: 55.6 kcal/mol

Element x y z (Å)
C 0.23078 -0.34668 -0.38021
O -0.15242 0.64165 -1.33156
C 0.37847 0.43683 0.90516
C 1.04350 -0.08099 2.20336
S 0.14920 -1.37975 3.25331
H -0.55894 -1.08907 -0.51336
H 1.11534 -1.00437 -0.57016
H -0.71284 0.66210 1.09010
H 1.09420 1.44636 0.75113
H 1.09427 0.74787 2.77588
H 1.92483 -0.52529 1.83190
H -0.47176 3.12198 -2.82197
H -0.12654 2.28373 -1.54949
O 0.28112 3.12767 -2.25079
H -2.46968 1.45609 -3.18770
H -1.80165 0.99735 -1.74237
O -2.64752 0.99476 -2.32626
H 0.66475 -3.13508 1.72241
H 0.15410 -4.33070 0.79687
O 0.81081 -4.02444 1.34376

Charges computed using Mulliken, reported in e:
1. C -0.555
2. O -0.953
3. C 0.102
4. C -1.087
5. S -0.793
6. H 0.199
7. H 0.231
8. H 0.111
9. H 0.110
10. H 0.371
11. H 0.387
12. H 0.250
13. H 0.446
14. O -0.724
15. H 0.256
16. H 0.484
17. O -0.705
18. H 0.237
19. H 0.259
20. O -0.625

---

Record 2
A cluster of 4 separate species, C3H12O6 in total, computed with ωB97M-V with the def2-TZVPD basis set.

Calculated values
* lowest unoccupied orbital energy: 0.009 Eh
* SMILES string: O=C(O)CCO.O.O.O
* orbital gap: 10.428 eV
* net charge: 0

Element x y z (Å)
O -0.74202 -1.89133 -1.37474
C -0.40301 -0.72517 -1.44341
O 0.50145 -0.27598 -2.30580
C -1.12473 0.34725 -0.69496
C -0.87482 1.89300 -0.98965
O -0.65716 2.60562 0.22091
H 0.88850 -1.05097 -2.74080
H -0.93422 0.36811 0.36982
H -2.19703 0.21656 -0.73375
H -1.68796 2.43559 -1.46690
H 0.00957 2.00032 -1.65013
H 0.20320 2.33752 0.61764
H -0.40711 -3.40062 -0.05112
H -1.30293 -2.67022 1.00703
O -0.64109 -3.35123 0.87801
H 2.00576 0.60850 1.28676
H 1.75195 1.15552 -0.05186
O 1.75125 1.45310 0.86702
H 0.70314 -0.14497 2.67572
H 1.55405 -1.42087 2.91045
O 1.60321 -0.48973 2.66977

Charges computed using Mulliken, reported in e:
1. O -0.652
2. C 0.637
3. O -0.445
4. C -0.431
5. C -0.548
6. O -0.595
7. H 0.356
8. H 0.248
9. H 0.395
10. H 0.330
11. H 0.270
12. H 0.427
13. H 0.355
14. H 0.301
15. O -0.617
16. H 0.392
17. H 0.308
18. O -0.707
19. H 0.331
20. H 0.339
21. O -0.693

---

Record 3
A structure of composition C3H12O9PPd, computed with ωB97M-V with the def2-TZVPD basis set.

Calculated values
* lowest unoccupied orbital energy (spin up / spin down): 0.151 / 0.151 Eh
* orbital gap (spin up / spin down): 3.742 / 3.297 eV
* net charge: -2
* spin multiplicity: 4
* <S²>: 3.765

Element x y z (Å)
Pd 8.78222 -27.11044 -1.07837
O 8.83313 -29.24702 -1.11457
H 9.55470 -29.90216 -1.04628
O 10.00975 -26.99568 0.74205
H 10.82042 -26.52009 1.00882
P 6.70648 -26.36986 0.68891
O 5.20823 -26.32693 0.29642
O 7.17961 -26.45466 2.19651
O 7.67399 -25.57824 -0.24342
O 7.36818 -27.73044 0.31302
C 10.10281 -25.16529 -3.40095
C 10.69540 -25.79277 -4.64498
O 12.11558 -25.49867 -4.51394
O 10.35024 -26.00616 -2.27337
H 9.02812 -25.15156 -3.58245
H 10.48688 -24.15294 -3.27547
H 10.14415 -25.35872 -5.47913
H 10.55075 -26.87073 -4.71701
H 12.52546 -26.20064 -5.02465
H 11.29642 -25.90006 -2.39625
C 7.46215 -27.18118 -4.18874
O 7.39271 -27.01181 -2.78626
H 6.58640 -27.77669 -4.44667
H 7.22729 -26.30351 -4.79093
H 8.24267 -27.78601 -4.65034
H 6.50750 -26.69609 -2.59053

Charges computed using Mulliken, reported in e:
1. Pd 0.457
2. O -0.731
3. H 0.120
4. O -0.602
5. H 0.059
6. P 0.907
7. O -0.837
8. O -0.784
9. O -0.577
10. O -0.307
11. C -0.578
12. C -0.353
13. O -0.517
14. O -0.310
15. H 0.390
16. H 0.308
17. H 0.271
18. H 0.293
19. H 0.326
20. H 0.294
21. C -0.990
22. O -0.109
23. H 0.362
24. H 0.402
25. H 0.284
26. H 0.223

---

Record 4
The molecule C3H13BrSi3, computed with ωB97M-V with the def2-TZVPD basis set.

Calculated values
* lowest unoccupied orbital energy: -0.020 Eh
* SMILES string: C[Si](C)(C)[Si@H]([SiH3])Br
* orbital gap: 8.692 eV
* net charge: 0
* ΔE to the lowest compared entry with this formula, charge and spin: 28.0 kcal/mol

Element x y z (Å)
C 0.96758 -1.60166 0.90889
C 0.20191 0.87259 2.45349
C -2.21139 -0.74411 0.59816
Si 1.26866 0.60886 -3.13014
Si -0.04574 0.75206 -1.29795
Si -0.44930 -0.18293 0.87822
Br 0.00300 3.23272 -0.30752
H 0.91005 -2.27650 1.85912
H 0.80600 -2.43033 0.12294
H 1.87605 -1.01788 0.98873
H 0.83888 0.19975 2.86737
H 0.85119 1.79884 2.18477
H -0.56121 1.16184 3.20047
H -2.35143 -1.75747 0.85271
H -2.81511 -0.14374 1.23268
H -2.51571 -0.63106 -0.43764
H 2.60749 -0.03244 -3.14520
H 1.48072 1.81472 -3.69688
H 0.43708 -0.20293 -4.10221
H -1.29874 0.57967 -2.02999

Charges computed using Mulliken, reported in e:
1. C -1.120
2. C -1.060
3. C -1.141
4. Si 0.448
5. Si 0.319
6. Si 0.527
7. Br -0.447
8. H 0.296
9. H 0.331
10. H 0.321
11. H 0.363
12. H 0.280
13. H 0.343
14. H 0.369
15. H 0.337
16. H 0.334
17. H -0.125
18. H -0.153
19. H -0.108
20. H -0.115

---

Record 5
A cluster of 2 separate species, C3H13N2O in total, computed with ωB97M-V with the def2-TZVPD basis set.

Calculated values
* lowest unoccupied orbital energy (spin up / spin down): 0.031 / 0.022 Eh
* orbital gap (spin up / spin down): 3.759 / 10.336 eV
* net charge: 0
* spin multiplicity: 2
* ΔE to the lowest compared entry with this formula, charge and spin: 32.0 kcal/mol
* <S²>: 0.750

Element x y z (Å)
N -1.33263 -1.11028 -0.06985
C 0.06340 -1.35717 0.54500
C 1.11749 -0.72740 -0.40287
N 0.83406 0.74584 -0.31560
C 1.66625 1.21795 0.69632
H -1.46587 -0.14550 -0.22198
H -1.52930 -1.60335 -0.98587
H -1.96103 -1.50880 0.55134
H 0.01429 -0.84687 1.49064
H 0.21691 -2.46868 0.62801
H 2.08405 -0.90349 -0.07190
H 0.91206 -0.99932 -1.47263
H 1.12844 1.14891 -1.28488
H 1.69089 0.45880 1.50757
H 1.43527 2.29556 1.16023
H 2.78127 1.33167 0.37190
H -2.10664 2.07169 -0.35336
H -2.92040 1.19352 -1.33604
O -2.62851 1.20694 -0.43603

Charges computed using Mulliken, reported in e:
1. N -1.867
2. C -0.991
3. C -1.086
4. N -0.196
5. C -0.879
6. H 0.214
7. H 1.040
8. H 0.798
9. H 0.398
10. H 0.667
11. H 0.401
12. H 0.670
13. H 0.252
14. H 0.268
15. H 0.255
16. H 0.269
17. H 0.313
18. H 0.472
19. O -0.998

---

Record 6
A cluster of 2 separate species, C3H13N2O in total, computed with ωB97M-V with the def2-TZVPD basis set.

Calculated values
* lowest unoccupied orbital energy: -0.113 Eh
* orbital gap: 10.112 eV
* net charge: +1
* ΔE to the lowest compared entry with this formula, charge and spin: 22.0 kcal/mol

Element x y z (Å)
C -1.05350 0.42731 1.19873
C -0.99977 -0.79440 0.33670
C 0.39820 -1.51878 0.53763
N 1.18538 -1.26507 -0.65937
N 0.02433 1.39790 0.83396
H -1.14297 0.25512 2.25809
H -1.95266 1.00165 1.00739
H -1.76382 -1.56806 0.40681
H -1.11865 -0.54254 -0.71823
H 0.88906 -1.10878 1.42187
H 0.22393 -2.56447 0.80661
H -0.01741 2.26973 1.36506
H 0.82256 -1.72503 -1.49272
H 2.10579 -1.69697 -0.54668
H -0.03364 1.76632 -0.15948
H 0.93632 0.93595 0.83592
H 0.83137 1.85700 -2.46026
H -0.42566 0.96580 -2.32389
O 0.30173 1.35671 -1.81983

Charges computed using Mulliken, reported in e:
1. C -0.981
2. C -0.157
3. C -0.843
4. N -0.468
5. N -0.233
6. H 0.392
7. H 0.408
8. H 0.387
9. H 0.190
10. H 0.442
11. H 0.362
12. H 0.385
13. H 0.222
14. H 0.227
15. H 0.366
16. H 0.338
17. H 0.295
18. H 0.322
19. O -0.655

---

Record 7
A cluster of 3 separate species, C3H13N2O2S in total, computed with ωB97M-V with the def2-TZVPD basis set.

Calculated values
* lowest unoccupied orbital energy: 0.131 Eh
* orbital gap: 6.317 eV
* net charge: -1
* ΔE to the lowest compared entry with this formula, charge and spin: 28.5 kcal/mol

Element x y z (Å)
C 0.77497 -0.58276 -0.66050
C -0.42098 -0.45850 -1.58182
S -0.65739 1.28066 -2.24471
N 0.37466 -0.94584 0.72453
C 1.45676 -1.59068 1.45562
N 2.41273 -0.67184 2.02952
H 1.26246 0.38033 -0.60296
H 1.46644 -1.34363 -1.02435
H -0.42704 -1.07082 -2.46885
H -1.34536 -0.63243 -1.04318
H -0.38226 -1.62248 0.63630
H 1.00357 -2.14487 2.27862
H 2.02829 -2.31516 0.87069
H 1.98935 0.07259 2.56005
H 3.03924 -0.30146 1.32631
H -3.47598 -0.45352 0.01467
H -2.28006 -0.56858 0.90802
O -3.18594 -0.89944 0.82170
H 0.67802 2.05699 0.44288
H -0.09207 1.71376 1.66088
O 0.41462 2.44583 1.29024

Charges computed using Mulliken, reported in e:
1. C -0.753
2. C -0.185
3. S -0.689
4. N -0.106
5. C -0.835
6. N -0.584
7. H 0.345
8. H 0.241
9. H 0.265
10. H -0.269
11. H 0.273
12. H 0.389
13. H 0.439
14. H 0.266
15. H 0.249
16. H 0.325
17. H 0.366
18. O -0.692
19. H 0.335
20. H 0.304
21. O -0.684

---

Record 8
A cluster of 3 separate species, C3H13N2O3 in total, computed with ωB97M-V with the def2-TZVPD basis set.

Calculated values
* lowest unoccupied orbital energy: -0.120 Eh
* orbital gap: 10.401 eV
* net charge: +1
* ΔE to the lowest compared entry with this formula, charge and spin: 46.6 kcal/mol

Element x y z (Å)
N 1.25815 -1.70212 -0.15133
C 0.56461 -0.77055 -1.20580
C -0.90550 -0.77843 -0.88163
N -1.71347 0.29069 -1.03315
C -1.18202 1.41132 -1.78782
O -1.32328 -1.90884 -0.58907
H 2.27442 -1.85394 -0.56245
H 0.80472 -2.58525 -0.12522
H 1.36826 -1.23120 0.72656
H 0.93129 0.22569 -1.12405
H 0.73670 -1.05825 -2.30393
H -2.68658 0.16507 -0.70762
H -0.86736 2.22204 -1.11329
H -1.93617 1.79960 -2.39886
H -0.27648 1.20681 -2.56078
H 1.08942 1.12249 2.06032
H 2.22533 0.14186 2.69039
O 1.92250 0.59353 1.92523
H -0.43527 0.63677 3.73393
H -1.19448 1.39104 2.59120
O -0.65480 0.68168 2.81735

Charges computed using Mulliken, reported in e:
1. N -0.220
2. C -0.776
3. C 0.613
4. N -0.111
5. C -0.918
6. O -0.647
7. H 0.421
8. H 0.383
9. H 0.229
10. H 0.483
11. H 0.308
12. H 0.289
13. H 0.316
14. H 0.359
15. H 0.278
16. H 0.380
17. H 0.296
18. O -0.672
19. H 0.313
20. H 0.325
21. O -0.650

---

Record 9
A cluster of 3 separate species, C3H13N2O3 in total, computed with ωB97M-V with the def2-TZVPD basis set.

Calculated values
* lowest unoccupied orbital energy: -0.111 Eh
* orbital gap: 11.214 eV
* net charge: +1
* ΔE to the lowest compared entry with this formula, charge and spin: 6.8 kcal/mol

Element x y z (Å)
N -1.41322 -0.08965 -0.15405
C 0.00185 -0.54878 -0.39249
C 0.02009 -1.95324 -0.95219
C 0.54591 0.40264 -1.47300
N 1.85614 0.66655 -1.42504
O -0.25812 0.90215 -2.24232
H -2.05041 -0.88220 -0.20836
H -1.65239 0.51080 -0.96102
H -1.46321 0.41707 0.74368
H 0.56121 -0.45464 0.54959
H 1.02378 -2.23469 -1.27379
H -0.53159 -2.07127 -1.88941
H -0.28054 -2.71838 -0.23673
H 2.21705 1.20902 -2.19500
H 2.40390 0.41171 -0.62025
H 2.40447 0.27173 2.26732
H 1.78163 1.56687 1.59600
O 1.76161 0.60601 1.63598
H -2.51949 0.78743 2.97626
H -2.45912 1.92230 1.87739
O -1.94954 1.27854 2.37742

Charges computed using Mulliken, reported in e:
1. N -0.168
2. C 0.468
3. C -1.613
4. C 0.362
5. N -0.298
6. O -0.646
7. H 0.354
8. H 0.399
9. H 0.244
10. H 0.190
11. H 0.392
12. H 0.435
13. H 0.431
14. H 0.271
15. H 0.258
16. H 0.282
17. H 0.289
18. O -0.606
19. H 0.335
20. H 0.346
21. O -0.723

---

Record 10
A cluster of 2 separate species, C3H13N2Si in total, computed with ωB97M-V with the def2-TZVPD basis set.

Calculated values
* lowest unoccupied orbital energy: -0.147 Eh
* orbital gap: 6.442 eV
* net charge: +1
* ΔE to the lowest compared entry with this formula, charge and spin: 100.7 kcal/mol

Element x y z (Å)
C 0.14913 2.51386 -0.62526
C -1.64996 0.01266 -1.89094
C 0.91718 -1.55083 1.76219
N 0.54916 -0.25166 1.08630
N -0.26783 -2.48627 2.01676
Si 0.04019 0.73938 -1.33224
H -0.86125 3.01371 -0.85302
H 0.20420 2.58969 0.51184
H 0.85305 3.21551 -1.05288
H -1.94020 -0.80862 -1.23510
H -2.44232 0.74606 -1.91520
H -1.52878 -0.42773 -2.89090
H 1.70858 -2.22210 1.23474
H -0.08156 0.12761 1.77775
H 1.31973 0.37815 1.10657
H -0.93591 -2.86173 1.24605
H -0.78879 -1.84661 2.57491
H 0.20976 -3.16137 2.56997
H 1.10421 -0.09694 -1.93549

Charges computed using Mulliken, reported in e:
1. C -0.987
2. C -0.935
3. C -0.690
4. N -0.420
5. N -0.327
6. Si 0.665
7. H 0.316
8. H 0.308
9. H 0.376
10. H 0.278
11. H 0.341
12. H 0.317
13. H 0.130
14. H 0.268
15. H 0.348
16. H 0.301
17. H 0.339
18. H 0.387
19. H -0.014

---

Number 1: energy -22328.228 eV, maximum force 4.7 eV/A. Number 2: energy -15590.629 eV, maximum force 2.7 eV/A. Number 3: energy -34495.508 eV, maximum force 4.3 eV/A. Number 4: energy -96996.150 eV, maximum force 4.0 eV/A. Number 5: energy -8345.149 eV, maximum force 5.0 eV/A. Number 6: energy -8343.026 eV, maximum force 2.3 eV/A. Number 7: energy -21233.131 eV, maximum force 2.0 eV/A. Number 8: energy -12437.650 eV, maximum force 5.6 eV/A. Number 9: energy -12439.376 eV, maximum force 1.1 eV/A. Number 10: energy -14169.422 eV, maximum force 3.3 eV/A.